C51H45N3O2P2Pt | ωB97M-V/def2-TZVPD

Cartesian coordinates (Å):
Pt 4.742 -21.039 8.402
C 2.409 -16.723 12.713
C 3.930 -17.120 12.618
C 4.649 -16.243 13.760
C 4.271 -18.590 12.886
C 4.419 -19.216 14.150
C 4.604 -20.601 14.192
C 4.707 -21.380 13.055
C 4.313 -20.816 11.818
P 3.950 -21.807 10.389
C 2.251 -22.029 9.953
C 1.196 -21.282 10.443
C -0.079 -21.329 9.882
C -0.313 -22.263 8.833
C 0.674 -23.081 8.413
C 2.000 -22.980 8.926
C 4.473 -23.516 10.775
C 5.907 -23.741 10.828
C 6.355 -25.040 11.048
C 5.425 -26.140 11.139
C 4.065 -25.862 11.232
C 3.592 -24.551 11.110
C 4.063 -19.454 11.796
O 3.728 -18.893 10.587
C 4.366 -17.720 10.291
C 4.721 -17.488 8.946
C 5.299 -16.244 8.544
C 5.500 -15.291 9.574
C 5.090 -15.524 10.902
C 4.502 -16.755 11.310
P 4.352 -18.906 7.909
C 5.570 -18.797 6.621
C 5.289 -19.025 5.261
C 6.338 -18.941 4.332
C 7.620 -18.612 4.734
C 7.904 -18.360 6.071
C 6.890 -18.469 6.993
C 2.671 -18.677 7.281
C 1.984 -17.436 7.414
C 0.596 -17.377 7.150
C -0.053 -18.498 6.729
C 0.633 -19.686 6.531
C 1.993 -19.745 6.721
H 2.199 -16.410 13.703
H 1.801 -17.612 12.526
H 2.177 -16.013 11.896
H 4.405 -16.602 14.761
H 4.300 -15.195 13.725
H 5.755 -16.306 13.655
H 4.573 -18.546 14.954
H 4.832 -21.132 15.100
H 4.950 -22.456 13.163
H 1.368 -20.730 11.352
H -0.858 -20.725 10.180
H -1.338 -22.363 8.502
H 0.450 -23.781 7.623
H 2.757 -23.644 8.619
H 6.579 -22.857 10.800
H 7.433 -25.184 11.193
H 5.766 -27.162 11.168
H 3.404 -26.704 11.424
H 2.567 -24.315 11.339
H 5.519 -15.952 7.512
H 5.976 -14.354 9.339
H 5.304 -14.792 11.621
H 4.285 -19.112 4.854
H 6.171 -19.145 3.272
H 8.436 -18.477 4.020
H 8.929 -18.215 6.419
H 7.091 -18.484 8.060
H 2.431 -16.645 7.986
H -0.009 -16.478 7.366
H -1.131 -18.363 6.714
H 0.049 -20.546 6.280
H 2.476 -20.711 6.460
N 9.979 -22.922 8.582
C 9.446 -23.676 7.606
O 10.114 -24.467 6.948
C 7.986 -23.468 7.294
C 7.499 -24.187 6.108
C 6.188 -24.055 5.774
C 5.411 -23.084 6.446
N 5.823 -22.454 7.529
C 7.106 -22.692 7.999
H 10.947 -22.946 8.633
H 9.486 -22.175 9.021
H 8.140 -24.746 5.450
H 5.759 -24.673 4.958
H 4.395 -22.828 6.109
H 7.357 -22.179 8.919
C 15.795 -18.208 9.459
C 14.469 -18.863 9.171
C 14.489 -19.960 8.239
C 13.325 -20.599 7.909
N 12.128 -20.237 8.432
C 12.086 -19.235 9.337
C 13.234 -18.505 9.681
H 16.245 -17.954 8.488
H 16.444 -18.885 10.033
H 15.573 -17.313 9.969
H 15.471 -20.299 7.888
H 13.444 -21.479 7.219
H 11.091 -18.974 9.766
H 13.255 -17.744 10.508

largest force on an atom: 0.072 Eh/bohr
total energy: -83991.7033 eV
HOMO level (spin up / spin down): -12.409 / -12.977 eV
frontier orbital gap (spin up / spin down): 7.3 / 4.7 eV
multiplicity: 3
charge: +2
LUMO energy (spin up / spin down): -5.109 / -8.312 eV